(A)
Entry from the Open Molecules 2025 dataset: an isolated molecule of C7H10O (wB97M-V/def2-TZVPD).

Summary:
LUMO energy: 0.85 eV
Charge: 0
HOMO: -0.304 hartree

Last columns: bonded neighbours and bond lengths (Å).
Atoms and positions in Å:
1 C 1.264 -1.243 -0.708  C2 1.301, C3 1.501, H9 1.102
2 C 0.078 -0.714 -0.793  C1 1.301, C5 1.548, C6 1.503
3 C 2.204 -0.339 0.035  C1 1.501, C4 1.575, H10 1.166, H11 1.190
4 C 1.216 0.434 0.987  C3 1.575, C5 1.523, H12 1.086, H13 1.180
5 C 0.059 0.607 0.012  C2 1.548, C4 1.523, C6 1.498, H14 1.067
6 C -1.141 -0.288 -0.025  C2 1.503, C5 1.498, C7 1.505, O8 1.360
7 C -2.463 0.004 -0.683  C6 1.505, H15 1.046, H16 1.068, H17 1.122
8 O -1.198 -0.928 1.174  C6 1.360, H18 0.922
9 H 1.520 -2.208 -1.175  C1 1.102
10 H 3.007 -0.861 0.700  C3 1.166
11 H 2.687 0.383 -0.779  C3 1.190
12 H 1.086 -0.164 1.884  C4 1.086
13 H 1.605 1.543 1.097  C4 1.180
14 H 0.143 1.500 -0.566  C5 1.067
15 H -3.305 -0.548 -0.398  C7 1.046
16 H -2.348 -0.236 -1.716  C7 1.068
17 H -2.580 1.115 -0.777  C7 1.122
18 H -1.606 -1.746 1.293  O8 0.922

(B)
Entry from the Open Molecules 2025 dataset: a cluster of 2 separate species, C7H10O in total (wB97M-V/def2-TZVPD).

Summary:
LUMO energy (alpha / beta): 0.21 / 0.33 eV
Charge: 0
HOMO (alpha / beta): -0.263 / -0.310 hartree

Last columns: bonded neighbours and bond lengths (Å).
Atoms and positions in Å:
1 C 0.774 3.428 -0.238  C2 1.202, H9 0.975
2 C 0.929 2.248 -0.402  C1 1.202, C7 1.380
3 C -0.789 -1.244 0.913  C4 1.300, C5 1.477, H10 1.144
4 C -0.527 0.027 0.995  C3 1.300, H11 1.075
5 C -2.046 -1.916 1.301  C3 1.477, H12 1.153, H13 1.074, H14 1.126
6 C 0.808 0.004 -1.695  C7 1.503, H15 1.071, H16 1.046, H17 1.092
7 C 1.325 0.948 -0.647  C2 1.380, C6 1.503, O8 1.400
8 O 2.525 0.596 -0.018  C7 1.400, H18 0.999
9 H 0.556 4.374 -0.336  C1 0.975
10 H 0.100 -1.930 0.689  C3 1.144
11 H -1.207 0.841 1.170  C4 1.075
12 H -1.766 -2.826 1.952  C5 1.153
13 H -2.636 -2.214 0.454  C5 1.074
14 H -2.702 -1.272 1.950  C5 1.126
15 H 1.234 -0.937 -1.413  C6 1.071
16 H 0.859 0.107 -2.735  C6 1.046
17 H -0.226 -0.055 -1.349  C6 1.092
18 H 2.788 -0.179 -0.591  O8 0.999

Least stable: (B)